{
  "formula": "C3H8N4O",
  "method": "ωB97M-V/def2-TZVPD",
  "e_above_lowest_ev": 5.339,
  "homo_lumo_gap_ev": 7.01,
  "total_charge": 0,
  "elements": ["N", "H", "C", "N", "H", "N", "C", "N", "H", "H", "C", "H", "H", "O", "H", "H"],
  "xyz": [[1.396950, 1.609880, 0.238176], [-2.341992, -2.384246, -0.828191], [0.481296, 0.713884, 0.285323], [0.550307, 0.117269, -2.120445], [-0.080716, -2.142069, -0.553121], [-1.957274, -1.446818, -0.770466], [-0.102312, 0.078855, -0.846328], [0.428252, 0.403132, 2.708696], [0.263487, 0.900477, -2.693750], [1.442424, 0.343712, 2.626766], [-0.673291, -1.225574, -0.686095], [1.600726, 2.021694, 1.144275], [0.204843, 1.346682, 3.027003], [-0.215849, 0.285594, 1.445949], [1.560083, 0.012770, -2.084282], [-2.556932, -0.635241, -0.893510]],
  "forces_ev_per_angstrom": [[0.06, -0.46, 0.19], [0.03, 0.18, 0.25], [-0.49, 0.65, 0.07], [-0.12, -0.46, -0.07], [-0.05, -0.08, -0.28], [0.57, 0.05, -0.06], [0.40, 0.71, 0.29], [-0.43, 0.48, 0.12], [0.22, -0.18, 0.10], [-0.11, -0.03, -0.48], [-0.73, -0.46, -0.09], [-0.06, -0.06, 0.02], [0.19, -0.14, 0.00], [0.54, -0.46, -0.10], [-0.10, 0.36, 0.02], [0.09, -0.10, 0.02]],
  "nbo_charge": [-0.814, 0.403, 0.506, -0.824, 0.163, -0.655, -0.380, -0.511, 0.376, 0.339, 0.376, 0.330, 0.334, -0.425, 0.361, 0.421]
}